The following is a DFT calculation (ωB97M-V/def2-TZVPD) of a structure of composition C2H10N3OP at a distorted geometry.

Atoms and positions in Å:
C 1.648 -1.004 -0.426
C 1.483 1.338 -0.182
N -2.685 -1.278 0.443
N 0.140 -0.200 1.035
N 1.387 0.015 0.573
O -2.256 1.183 -0.096
P -1.636 -0.313 -0.555
H 2.737 -0.941 -0.793
H 1.460 -1.996 -0.055
H 0.903 -0.990 -1.299
H 2.449 1.701 -0.632
H 0.876 1.225 -1.018
H 0.973 2.025 0.431
H -2.749 -2.245 0.237
H -2.402 -1.103 1.363
H -0.343 0.655 1.467
H -1.984 1.928 -0.493

Output
Net charge ... 0
Orbital gap (spin up / spin down) ... 7.921 / 7.922 eV
Energy relative to the best compared isomer or geometry (same formula, charge and spin) ... 110.2 kcal per mole
F_max ... 6.09 eV/Å
HOMO energy (spin up / spin down) ... -7.1 / -7.1 eV

The following is a DFT calculation (ωB97M-V/def2-TZVPD) of a cluster of 2 separate species, C2H8N2O3 in total at a distorted geometry.

Atoms and positions in Å:
N 0.892 1.965 0.071
O 0.880 0.635 0.600
C 0.990 -0.432 -0.465
N 1.103 -1.622 0.169
O 1.381 -0.137 -1.561
H 1.647 2.446 0.560
H 1.175 1.880 -0.911
H 1.512 -2.388 -0.338
H 0.611 -1.719 1.044
C -1.952 -0.235 -0.101
O -1.606 0.035 1.204
H -2.613 -1.103 -0.149
H -2.360 0.641 -0.624
H -0.979 -0.474 -0.680
H -0.679 0.509 1.181

Output
SMILES ... NOC(N)=O.CO
Net charge ... 0
Orbital gap ... 10.341 eV
Energy relative to the best compared isomer or geometry (same formula, charge and spin) ... 62.4 kcal per mole
F_max ... 4.07 eV/Å
HOMO energy ... -9.7 eV

The following is a DFT calculation (ωB97M-V/def2-TZVPD) of a structure of composition C20H40O33S8 at a distorted geometry.

Atoms and positions in Å:
C -5.233 1.125 0.506
C -4.076 0.960 1.449
C -3.600 -0.466 1.080
O -3.824 -0.506 -0.347
C -5.037 0.193 -0.682
H -5.230 2.175 0.213
H -6.198 0.976 0.991
H -4.374 1.109 2.487
H -3.234 1.612 1.218
H -4.203 -1.319 1.392
H -2.574 -0.770 1.288
H -5.888 -0.488 -0.693
H -4.975 0.682 -1.655
C 2.705 3.368 -4.799
C 1.367 3.010 -4.056
O 1.555 1.572 -3.861
S 3.171 1.142 -3.666
O 3.383 -0.199 -4.242
O 3.528 1.421 -2.286
O 3.689 2.339 -4.706
H 3.121 4.238 -4.291
H 2.320 3.623 -5.787
H 0.458 3.192 -4.631
H 1.396 3.523 -3.095
C 0.877 -3.081 3.907
C 0.180 -4.251 4.445
O -0.598 -3.695 5.522
S -1.148 -2.224 5.095
O -1.225 -1.341 6.249
O -2.218 -2.227 4.178
O 0.184 -1.879 4.164
H 0.849 -3.006 2.820
H 1.923 -3.022 4.209
H 0.757 -5.065 4.882
H -0.418 -4.728 3.668
C 3.264 -3.481 -3.070
C 1.841 -3.623 -3.817
O 1.962 -4.806 -4.608
S 3.567 -4.989 -5.197
O 3.818 -4.197 -6.407
O 4.003 -6.399 -5.180
O 4.178 -4.219 -3.843
H 3.243 -3.833 -2.039
H 3.552 -2.438 -2.945
H 1.572 -2.785 -4.458
H 1.102 -3.805 -3.037
C 8.179 3.070 0.961
C 8.534 1.691 0.383
O 7.456 1.326 -0.406
S 6.056 2.225 -0.187
O 5.068 1.489 0.554
O 5.789 2.989 -1.372
O 6.773 3.176 0.904
H 8.706 3.895 0.482
H 8.518 3.174 1.992
H 8.590 0.911 1.143
H 9.506 1.615 -0.103
C -2.150 3.833 4.923
C -0.971 4.713 4.470
O -1.466 5.464 3.391
S -2.180 4.279 2.431
O -1.186 3.289 1.981
O -3.153 4.725 1.461
O -3.028 3.788 3.776
H -2.627 4.090 5.869
H -2.065 2.766 5.129
H -0.039 4.192 4.251
H -0.700 5.453 5.223
C -2.391 2.134 -1.861
C -1.949 1.058 -2.912
O -2.127 1.743 -4.132
S -3.349 2.849 -4.034
O -4.546 2.385 -4.788
O -2.800 4.168 -4.378
O -3.544 2.729 -2.415
H -1.545 2.815 -1.770
H -2.383 1.605 -0.908
H -2.540 0.146 -3.001
H -0.906 0.747 -2.853
C 2.016 0.542 0.900
C 0.874 0.976 0.021
O 0.011 -0.179 -0.104
S 0.643 -1.536 0.470
O 1.555 -2.194 -0.427
O -0.522 -2.265 0.963
O 1.437 -0.562 1.584
H 2.404 1.279 1.603
H 2.857 0.175 0.311
H 1.334 1.180 -0.945
H 0.357 1.922 0.182
C -4.417 -4.012 0.256
C -3.262 -4.328 1.105
O -3.829 -5.145 2.073
S -5.322 -4.515 2.548
O -5.064 -3.529 3.574
O -6.292 -5.548 2.796
O -5.548 -3.770 1.049
H -4.538 -4.874 -0.400
H -4.366 -3.033 -0.220
H -2.711 -3.528 1.599
H -2.663 -5.003 0.494

Output
Net charge ... 0
Orbital gap ... 9.593 eV
Energy relative to the best compared isomer or geometry (same formula, charge and spin) ... 108.1 kcal per mole
F_max ... 4.28 eV/Å
HOMO energy ... -9.7 eV